Density functional theory data (wB97M-V/def2-TZVPD) for a cluster of 3 separate species, H4O2 in total.

Geometry (Å):
1 H -1.569 0.535 1.281
2 H -0.161 0.012 -1.073
3 O -1.134 0.545 0.403
4 H 1.339 -0.150 -0.894
5 H 0.336 -0.294 0.340
6 O 1.190 -0.648 -0.057

## Properties
2S+1: 2
Expectation value of S²: 0.75
Total charge: +1
Frontier orbital gap (spin up / spin down) in eV: 9.8492 / 9.3726
E_HOMO (spin up / spin down) in eV: -19.9 / -19.5

The net atomic charges from Mulliken, expressed in e, are: 0.40 0.60 -0.41 0.34 0.51 -0.44

Density functional theory data (wB97M-V/def2-TZVPD) for the molecule H4O2P2.

Geometry (Å):
1 O 1.198 1.192 0.295
2 P 0.538 -0.167 -0.643
3 O 1.062 -1.437 0.392
4 P -1.601 -0.209 -0.018
5 H 0.879 1.457 1.197
6 H 1.796 -1.982 -0.034
7 H -2.144 -0.087 -1.332
8 H -1.728 1.234 0.143

## Properties
SMILES string: OP(O)#[PH2]
Frontier orbital gap in eV: 9.7753
E_HOMO in eV: -9.1

Atomic partial charges in e from the Mulliken method, atoms 1 to 6: -0.52 0.39 -0.50 -0.19 0.31 0.34

Number 1: F_max 4.300 eV/Å, E_tot -152.29386 hartree, molecular weight 36.0 Da. Number 2: F_max 3.506 eV/Å, E_tot -835.58327 hartree, molecular weight 98.0 Da.